No. 1
A 2-piece molecular cluster, C3H6FNO2 overall at a distorted geometry, computed with wB97M-V/def2-TZVPD.

**Kohn-Sham gap**: 0.371 hartree
**Total energy**: -11505.97759 eV
**2S+1**: 1

Structure (XYZ):
```
13
C3H6FNO2 wB97M-V/def2-TZVPD
C -1.946 -0.153 0.528
C -0.899 0.334 -0.382
C 0.056 1.089 0.098
N 2.151 -0.569 0.050
O 2.987 -0.179 0.735
O 2.399 -1.393 -1.096
F 1.167 1.578 -0.572
H -1.825 0.384 1.628
H -1.950 -1.240 0.576
H -2.930 0.069 0.230
H 1.503 -1.120 -1.650
H -0.833 -0.109 -1.336
H 0.120 1.309 1.192
```


No. 2
A 2-piece molecular cluster, C3H6FO2S overall at a distorted geometry, computed with wB97M-V/def2-TZVPD.

**Kohn-Sham gap (alpha / beta)**: 0.307 / 0.158 hartree
**Total energy**: -20854.19336 eV
**2S+1**: 1
**Total charge**: -1

Structure (XYZ):
```
13
C3H6FO2S wB97M-V/def2-TZVPD
C 0.587 -0.475 -0.657
C 0.708 0.051 0.710
C 2.049 0.631 1.026
O -3.911 0.227 -1.825
O -3.801 0.331 0.606
F 2.990 -0.421 1.056
S -3.182 -0.273 -0.612
H -0.497 -0.431 -0.912
H 1.037 -1.451 -0.626
H 1.348 0.051 -1.393
H 0.317 -0.595 1.387
H -0.045 0.896 0.871
H 2.400 1.458 0.368
```